This record from the Open Molecules 2025 dataset describes a cluster of 2 separate species, CCl2O3S2 in total at a distorted geometry. The level of theory is ωB97M-V with the def2-TZVPD basis set.

Output
ΔE to the lowest compared entry with this formula, charge and spin = 0.0 kcal per mole
E_tot = -1980.59699 hartree
Net charge = 0
Multiplicity = 1
HOMO-LUMO gap = 9.2 eV
E_HOMO = -9.848 eV

Positions of all 8 atoms, in Å:
C: -2.46 -0.81 -0.08
O: -2.92 -1.39 -0.95
O: -2.02 -0.22 0.80
O: 0.81 -0.85 0.16
S: 2.60 1.31 0.75
S: 0.60 0.48 0.66
Cl: -0.16 1.56 -0.97
Cl: 3.55 -0.07 -0.36

This record from the Open Molecules 2025 dataset describes the molecule C4H8N4 at a distorted geometry. The level of theory is ωB97M-V with the def2-TZVPD basis set.

Output
ΔE to the lowest compared entry with this formula, charge and spin = 160.1 kcal per mole
E_tot = -375.99335 hartree
Net charge = 0
Multiplicity = 1
HOMO-LUMO gap = 8.6 eV
Structure (SMILES) = C=CN(N)/C=N\N=C
E_HOMO = -7.897 eV

Positions of all 16 atoms, in Å:
C: 1.19 1.25 0.30
C: 0.20 1.84 -0.48
C: 0.22 -1.20 -0.21
C: -2.95 0.11 0.09
H: 2.92 0.29 -0.31
H: 2.95 -1.26 0.86
H: 2.22 1.71 0.87
H: 0.00 2.87 -0.69
H: -0.42 1.00 -1.08
H: 0.78 -2.00 -0.49
H: -3.28 -0.60 -0.77
H: -3.60 0.62 0.76
N: 2.50 -0.71 -0.01
N: 1.25 -0.27 0.18
N: -1.10 -1.07 -0.37
N: -1.73 -0.02 0.59

This record from the Open Molecules 2025 dataset describes a structure of composition C18H37OP3SY at a distorted geometry. The level of theory is ωB97M-V with the def2-TZVPD basis set.

Output
ΔE to the lowest compared entry with this formula, charge and spin = 101.2 kcal per mole
E_tot = -2242.69054 hartree
Net charge = +3
Multiplicity = 1
HOMO-LUMO gap (spin up / spin down) = 3.4 / 2.4 eV
E_HOMO (spin up / spin down) = -15.594 / -15.616 eV

Positions of all 61 atoms, in Å:
Y: 0.17 -1.05 0.46
P: -1.46 -1.72 2.23
P: 0.40 -3.51 -0.48
P: -1.57 -0.50 -1.47
H: 4.23 7.74 -0.35
C: 3.18 7.99 -0.50
C: 2.39 8.33 0.54
H: 2.78 8.37 1.56
C: -0.60 -1.80 3.79
C: -2.28 -3.29 2.09
C: -2.78 -0.56 2.51
C: 1.58 -3.46 -1.81
C: 1.03 -4.64 0.68
C: -1.06 -4.26 -1.11
C: -2.00 1.21 -1.54
C: -3.12 -1.32 -1.60
C: -0.75 -0.85 -3.04
H: 2.79 7.96 -1.52
H: 1.34 8.60 0.39
H: 0.16 -1.01 3.90
H: -0.09 -2.77 3.88
H: -1.36 -1.71 4.57
H: -1.57 -4.12 1.96
H: -2.99 -3.30 1.25
H: -2.83 -3.42 3.02
H: -2.39 0.38 2.91
H: -3.44 -1.03 3.25
H: -3.35 -0.35 1.60
H: 1.66 -4.49 -2.15
H: 2.56 -3.10 -1.45
H: 1.27 -2.81 -2.64
H: 0.93 -5.60 0.17
H: 0.46 -4.66 1.62
H: 2.09 -4.45 0.91
H: -0.75 -5.28 -1.32
H: -1.43 -3.79 -2.02
H: -1.87 -4.27 -0.37
H: -2.70 1.29 -2.37
H: -1.13 1.85 -1.71
H: -2.50 1.53 -0.61
H: -3.45 -1.16 -2.63
H: -3.84 -0.86 -0.92
H: -3.08 -2.40 -1.40
H: -1.34 -0.33 -3.79
H: -0.76 -1.93 -3.23
H: 0.29 -0.50 -3.06
C: 0.89 2.33 0.18
C: 1.57 2.10 -1.03
C: 2.49 3.02 -1.53
C: 2.73 4.21 -0.83
C: 2.05 4.46 0.36
C: 1.14 3.54 0.86
S: -0.25 1.33 0.92
H: 1.23 -0.75 -0.97
H: 1.38 1.17 -1.58
H: 3.02 2.82 -2.46
H: 3.45 4.95 -1.22
H: 2.23 5.38 0.91
H: 0.61 3.73 1.79
O: 2.73 -1.69 2.58
C: 1.91 -1.53 1.87

This record from the Open Molecules 2025 dataset describes a cluster of 11 separate species, C2H27NO10S in total at a distorted geometry. The level of theory is ωB97M-V with the def2-TZVPD basis set.

Output
ΔE to the lowest compared entry with this formula, charge and spin = 0.0 kcal per mole
E_tot = -1297.70167 hartree
Net charge = 0
Multiplicity = 1
HOMO-LUMO gap = 9.0 eV
Structure (SMILES) = NCCS.O.O.O.O.O.O.O.O.O.O
E_HOMO = -9.023 eV

Positions of all 41 atoms, in Å:
C: -1.29 1.77 -0.57
C: -2.16 1.05 -1.62
S: -3.30 -0.19 -0.86
N: -1.01 0.99 0.65
H: -0.44 2.17 -1.15
H: -1.74 2.68 -0.16
H: -2.81 1.75 -2.14
H: -1.49 0.49 -2.27
H: -4.50 0.36 -0.82
H: -0.78 1.72 1.32
H: -0.16 0.43 0.59
H: 0.95 1.72 2.51
H: 1.62 3.10 2.56
O: 0.88 2.60 2.92
H: 0.02 -0.26 3.69
H: 1.30 0.55 4.06
O: 0.97 -0.18 3.52
H: 0.63 1.93 -3.87
H: 1.07 0.89 -2.71
O: 1.26 1.70 -3.19
H: -2.62 -1.88 2.35
H: -2.21 -0.49 2.04
O: -1.82 -1.35 2.26
H: 1.52 -2.10 2.20
H: 0.11 -2.23 2.11
O: 0.83 -1.91 1.56
H: 1.06 -1.39 -1.91
H: 2.41 -0.92 -1.65
O: 1.80 -1.05 -2.40
H: 2.03 2.72 -0.11
H: 1.92 3.00 -1.73
O: 2.42 3.06 -0.91
H: 1.52 -0.55 1.05
H: 2.50 0.64 1.58
O: 2.07 0.24 0.86
H: -2.39 -3.04 -2.36
H: -0.99 -3.55 -2.00
O: -1.54 -3.26 -2.75
H: 1.32 -4.00 -1.36
H: 0.61 -3.35 -0.23
O: 0.43 -3.86 -1.03

This record from the Open Molecules 2025 dataset describes a cluster of 2 separate species, C13H25Br2ClN in total at a distorted geometry. The level of theory is ωB97M-V with the def2-TZVPD basis set.

Output
ΔE to the lowest compared entry with this formula, charge and spin = 4.7 kcal per mole
E_tot = -6173.27297 hartree
Net charge = -1
Multiplicity = 1
HOMO-LUMO gap = 5.5 eV
E_HOMO = -2.622 eV

Positions of all 42 atoms, in Å:
C: 4.40 0.36 -2.60
C: 2.92 0.19 -2.42
Br: 2.25 1.09 -0.88
C: 2.02 -0.44 -3.16
Br: 2.99 -1.19 -4.86
C: 0.65 -0.68 -3.05
C: -0.27 0.52 -3.06
C: -1.55 0.39 -3.89
C: -2.71 1.15 -3.28
Cl: -3.47 0.17 -1.98
H: 4.62 1.01 -3.45
H: 4.86 -0.61 -2.81
H: 4.85 0.78 -1.71
H: 0.48 -1.33 -2.19
H: 0.27 1.41 -3.40
H: -0.59 0.74 -2.03
H: -1.39 0.79 -4.90
H: -1.80 -0.66 -3.99
H: -2.35 2.05 -2.78
H: -3.50 1.41 -3.97
C: -1.02 -0.05 5.17
C: -1.42 -0.54 3.79
N: -1.00 0.36 2.73
C: -1.64 0.08 1.45
C: -1.35 -1.28 0.80
C: 0.43 0.64 2.69
C: 1.39 -0.55 2.56
H: -1.36 0.98 5.33
H: -1.48 -0.68 5.93
H: 0.06 -0.08 5.32
H: -2.52 -0.59 3.73
H: -1.06 -1.57 3.66
H: -1.38 0.87 0.75
H: -2.72 0.17 1.61
H: -0.35 -1.32 0.37
H: -2.05 -1.45 -0.02
H: -1.46 -2.10 1.51
H: 0.69 1.19 3.60
H: 0.60 1.33 1.87
H: 1.16 -1.36 3.25
H: 2.41 -0.22 2.77
H: 1.40 -0.95 1.55

This record from the Open Molecules 2025 dataset describes a cluster of 4 separate species, C4H16O5 in total at a distorted geometry. The level of theory is ωB97M-V with the def2-TZVPD basis set.

Output
ΔE to the lowest compared entry with this formula, charge and spin = 53.8 kcal per mole
E_tot = -538.09586 hartree
Net charge = 0
Multiplicity = 1
HOMO-LUMO gap = 10.8 eV
Structure (SMILES) = OCCCCO.O.O.O
E_HOMO = -10.400 eV

Positions of all 25 atoms, in Å:
C: 1.55 0.57 0.18
O: 0.48 0.66 -0.74
C: 1.00 -0.22 1.46
C: -0.07 0.65 2.13
C: -1.64 0.47 1.59
O: -2.49 1.14 2.40
H: 2.41 0.19 -0.27
H: 1.71 1.61 0.37
H: 0.23 -0.22 -1.12
H: 1.92 -0.23 1.96
H: 0.78 -1.30 1.17
H: 0.10 1.67 2.15
H: -0.31 0.34 3.20
H: -1.92 -0.68 1.82
H: -1.80 0.75 0.52
H: -2.14 2.14 2.43
H: 0.92 -2.90 -2.75
H: -0.56 -2.42 -2.30
O: -0.11 -2.93 -2.94
H: -2.05 -1.31 -1.39
H: -1.28 -0.76 -0.12
O: -1.26 -1.37 -0.90
H: 1.42 1.42 -1.91
H: 2.87 1.85 -1.41
O: 2.46 1.38 -2.13